Here is a structure of composition C29H35N6O5STi from OMol25. Energies are from ωB97M-V/def2-TZVPD.

Computed properties:
expectation value of S² = 0.75
energy = -83760.3973 eV
lowest unoccupied orbital energy (spin up / spin down) = -5.90 / -5.87 eV
net charge = +2
multiplicity = 2
gap between HOMO and LUMO (spin up / spin down) = 6.780 / 6.828 eV
relative energy (zero: lowest compared OMol25 entry of this formula, charge and spin) = 11.0 kcal per mole

Last column: Löwdin spin population.
Geometry (Å):
Ti -0.55 0.25 -0.64  0.93
C -3.49 -0.99 -1.60  0.00
O -2.60 -0.54 -0.56  0.01
C -2.94 -0.83 0.76  0.00
C -3.97 -1.68 1.11  0.00
C -4.29 -1.82 2.46  0.00
C -3.60 -1.12 3.43  0.00
C -2.55 -0.29 3.07  0.00
C -2.19 -0.18 1.74  0.00
N -1.13 0.65 1.25  0.00
N -0.73 1.58 2.03  0.02
C -0.06 2.63 1.49  0.00
C -0.14 2.95 0.12  0.00
O -0.61 2.11 -0.77  0.00
C 0.24 4.25 -0.32  0.00
C 0.77 5.13 0.56  0.00
C 0.94 4.83 1.95  0.00
C 1.50 5.77 2.83  0.00
C 1.63 5.47 4.16  0.00
C 1.20 4.23 4.64  0.00
C 0.65 3.29 3.80  0.00
C 0.51 3.58 2.43  0.00
H -4.51 -0.69 -1.33  0.00
H -3.40 -2.07 -1.70  0.00
H -3.16 -0.48 -2.50  0.00
H -4.54 -2.21 0.36  0.00
H -5.11 -2.47 2.74  0.00
H -3.88 -1.21 4.47  0.00
H -2.00 0.28 3.82  0.00
H 0.12 4.49 -1.37  0.00
H 1.08 6.11 0.22  0.00
H 1.82 6.73 2.45  0.00
H 2.06 6.19 4.85  0.00
H 1.31 3.99 5.69  0.00
H 0.33 2.33 4.18  0.00
C 4.94 -0.37 -0.27  0.00
N 3.66 0.21 0.14  0.00
C 3.68 1.12 1.29  0.00
C 2.53 -0.05 -0.48  0.00
O 1.44 0.44 -0.12  0.01
C 2.54 -0.97 -1.70  0.00
O 1.24 -0.95 -2.23  0.00
C 1.08 -0.83 -3.62  0.00
C -0.24 -0.10 -3.83  0.00
O -0.91 0.19 -2.82  0.01
N -0.63 0.20 -5.06  0.00
C -1.89 0.90 -5.29  0.00
C 0.09 -0.24 -6.25  0.00
H 5.41 0.25 -1.04  0.00
H 5.59 -0.40 0.60  0.00
H 4.81 -1.39 -0.63  0.00
H 4.57 1.75 1.22  0.00
H 2.79 1.75 1.28  0.00
H 3.71 0.55 2.22  0.00
H 3.28 -0.62 -2.43  0.00
H 2.81 -1.98 -1.39  0.00
H 1.90 -0.27 -4.06  0.00
H 1.04 -1.82 -4.09  0.00
H -2.30 1.24 -4.34  0.00
H -1.71 1.75 -5.94  0.00
H -2.60 0.22 -5.78  0.00
H 1.11 -0.52 -6.02  0.00
H -0.42 -1.09 -6.71  0.00
H 0.12 0.59 -6.96  0.00
C 0.24 -5.64 0.06  0.00
N -0.33 -4.84 1.15  0.00
C -0.77 -5.36 2.35  0.00
C -1.24 -4.33 3.08  0.00
N -1.06 -3.20 2.31  0.00
C -0.50 -3.51 1.13  0.00
S -0.06 -2.51 -0.20  0.00
H 0.28 -6.67 0.40  0.00
H 1.25 -5.29 -0.16  0.00
H -0.38 -5.56 -0.82  0.00
H -0.72 -6.41 2.57  0.00
H -1.67 -4.29 4.06  0.00
H -1.36 -2.26 2.54  0.00